19
Properties=species:S:1:pos:R:3:forces:R:3 method="wB97M-V/def2-TZVPD" orbital_gap_ev="5.3 / 3.2" homo_ev="-13.17 / -13.02" lumo_energy_ev="-7.909 / -9.784" s_squared=2.0126 charge=+1 multiplicity=3 e_tot_ha=-3147.4654 de_lowest_kj_mol=0.0
O 0.307 2.698 -2.461 0.3 -0.1 0.1
H 2.343 -2.523 1.085 0.0 -0.1 0.1
O -0.840 -0.344 -3.263 0.1 0.2 0.1
H 0.267 1.743 -2.572 -0.4 0.1 -0.2
H 1.644 -2.472 -0.277 0.1 -0.3 0.0
H -0.161 3.046 -3.229 0.0 0.0 0.0
H -1.715 -0.604 -2.951 0.0 0.1 -0.1
N -1.884 0.282 2.973 0.1 0.0 -0.2
Pt 3.595 1.667 -0.378 -2.3 -1.9 -0.9
O 1.684 -2.974 0.544 -0.1 0.2 -0.1
H 0.239 -0.433 0.698 0.0 0.0 0.1
N -0.433 -0.600 1.420 -0.5 0.1 0.3
Br 1.879 -0.095 -1.194 2.4 2.3 0.9
H -2.243 -0.645 3.108 0.0 0.0 0.0
O -0.210 1.573 2.074 -0.4 -0.7 0.0
H -0.249 -0.526 -2.527 -0.2 -0.3 0.0
H -1.124 -1.314 1.260 0.2 -0.2 -0.1
H -2.274 1.011 3.540 0.2 0.2 0.0
C -0.825 0.508 2.151 0.5 0.6 0.1